{"formula": "C21H45BiOP3S", "method": "the ωB97M-V functional and the def2-TZVPD basis", "multiplicity": 1, "total_charge": 3, "e_above_lowest_kj_mol": 41.3, "energy_ev": -69066.466, "largest_force_ev_per_a": 4.26, "orbital_gap_ev": 5.8, "symbols": ["Bi", "P", "P", "P", "H", "C", "C", "H", "C", "C", "C", "C", "C", "C", "C", "C", "C", "H", "H", "H", "H", "H", "H", "H", "H", "H", "H", "H", "H", "H", "H", "H", "H", "H", "H", "H", "H", "H", "H", "H", "H", "H", "H", "H", "H", "H", "C", "C", "C", "C", "C", "C", "S", "H", "H", "H", "H", "H", "H", "C", "C", "C", "O", "C", "H", "H", "H", "H", "H", "H", "H", "H"], "coordinates": [[-0.901160, -1.324346, 0.871623], [-0.571970, 0.369267, 2.814301], [1.483643, 0.916571, -0.763693], [1.383465, -2.873956, 0.584102], [-4.121516, -3.501523, 0.172960], [-3.112900, -3.676994, 0.458408], [-2.493120, -2.741501, 1.452387], [-3.198046, -1.986840, 1.747935], [-1.815253, 1.686545, 2.625259], [1.061546, 1.077730, 3.207886], [-1.165000, -0.757128, 4.109875], [1.605499, 0.477497, -2.542823], [1.015998, 2.670036, -0.684012], [3.203798, 0.842866, -0.134593], [0.657195, -4.542636, 0.778967], [2.325766, -2.530897, 2.088677], [2.473124, -3.003780, -0.843141], [-2.931834, -4.761298, 0.618897], [-2.048248, -3.220927, 2.318608], [-2.614028, 1.355182, 1.934026], [-1.343749, 2.600762, 2.215238], [-2.234286, 1.883397, 3.630261], [1.316533, 1.884577, 2.496401], [1.838133, 0.291260, 3.159557], [1.009054, 1.486886, 4.232798], [-1.953996, -1.421478, 3.725736], [-1.593452, -0.134959, 4.912802], [-0.348773, -1.377441, 4.504043], [2.397651, 1.026165, -3.069702], [0.649885, 0.673430, -3.049593], [1.810670, -0.599531, -2.631970], [1.896179, 3.331063, -0.579830], [0.375448, 2.804184, 0.195110], [0.436122, 2.974340, -1.571763], [3.843708, 1.616179, -0.582942], [3.637027, -0.145569, -0.343478], [3.192699, 0.990078, 0.956038], [1.453624, -5.282289, 0.566499], [-0.176410, -4.697798, 0.054098], [0.259852, -4.694869, 1.804851], [3.046715, -3.337717, 2.263163], [1.672360, -2.461422, 2.961294], [2.872838, -1.584569, 2.006796], [2.847503, -4.031069, -0.920052], [3.329013, -2.327857, -0.779551], [1.929540, -2.779877, -1.761088], [-2.691485, -2.771874, -2.820908], [-1.884393, -2.786761, -3.964568], [-2.472784, -2.611080, -5.208039], [-3.845019, -2.402010, -5.272315], [-4.563849, -2.051294, -4.143434], [-4.011337, -2.291881, -2.874732], [-1.992942, -3.324177, -1.358057], [-1.288591, -1.946553, -1.221859], [-0.823445, -3.001061, -3.858120], [-1.863505, -2.662908, -6.098306], [-4.347724, -2.342088, -6.254823], [-5.570902, -1.730886, -4.197289], [-4.523718, -2.104435, -1.958980], [-2.919133, 3.425424, -2.070525], [-2.968248, 2.206739, -2.997340], [-2.361845, 1.072535, -2.196793], [-1.999336, 1.540930, -0.889289], [-2.598521, 2.837425, -0.697930], [-2.150111, 4.129269, -2.382551], [-3.862733, 3.959572, -2.059367], [-2.424130, 2.386712, -3.915811], [-3.999247, 1.970039, -3.255782], [-3.056993, 0.246033, -2.074223], [-1.482753, 0.635584, -2.654227], [-1.908527, 3.462820, -0.119326], [-3.514454, 2.721472, -0.095786]], "atomic_forces_ev_per_a": [[1.90, 2.39, -2.97], [0.18, -0.14, 0.63], [-0.47, -1.03, 0.28], [-0.99, -0.47, 1.31], [-0.70, 0.35, -0.28], [1.89, 0.33, -0.30], [-0.44, -1.32, 0.63], [-0.56, 0.24, 0.38], [0.00, -0.02, -0.19], [0.06, -0.16, 0.05], [-0.13, 0.48, 0.70], [0.17, 0.08, -0.15], [0.18, 0.63, -0.01], [0.15, 0.23, -0.08], [-0.14, -0.29, -0.07], [0.53, -0.06, 0.05], [0.09, 0.33, -0.45], [0.20, 0.81, -0.48], [-0.54, -0.50, 0.16], [0.32, 0.25, 0.37], [-0.26, -0.51, 0.21], [0.15, 0.02, -0.48], [-0.23, -0.40, 0.31], [-0.41, 0.42, 0.11], [0.09, -0.11, -0.36], [0.19, 0.35, 0.18], [0.18, -0.47, 0.01], [-0.17, 0.21, -0.04], [-0.17, -0.09, 0.12], [0.27, 0.01, 0.21], [0.02, 0.32, 0.01], [-0.38, -0.27, -0.16], [0.09, 0.12, -0.20], [0.24, -0.18, 0.37], [-0.08, -0.25, 0.10], [-0.07, 0.31, 0.04], [0.07, -0.01, -0.32], [-0.49, 0.20, 0.23], [0.75, 0.06, 0.45], [0.33, 0.12, -0.55], [-0.01, 0.13, 0.00], [-0.08, -0.14, -0.13], [-0.06, -0.18, -0.15], [-0.12, 0.10, 0.20], [-0.19, 0.01, 0.10], [-0.01, -0.02, -0.02], [-1.91, 0.84, -1.50], [0.10, -0.56, 0.25], [0.06, -0.18, 0.50], [-0.36, 1.07, -1.18], [0.69, -1.08, 1.22], [1.05, -0.26, -1.11], [1.62, 0.73, 0.94], [-1.33, -2.34, 0.43], [-0.12, -0.10, -0.21], [-0.06, -0.10, -0.07], [0.41, -0.05, 0.64], [-0.82, 0.28, -0.22], [-0.63, 0.01, 0.35], [0.30, -0.04, 0.18], [-0.33, 0.13, -0.04], [0.04, -0.63, 0.38], [0.08, 0.44, -0.15], [-0.38, 0.15, 0.49], [0.05, -0.02, 0.00], [-0.06, 0.08, 0.03], [0.04, 0.01, -0.17], [0.04, 0.00, -0.09], [-0.38, -0.15, 0.00], [0.42, 0.05, -0.17], [-0.02, -0.14, -0.15], [0.13, -0.01, -0.16]]}



{"formula": "C21H45Br14GaNO2", "method": "the ωB97M-V functional and the def2-TZVPD basis", "multiplicity": 1, "total_charge": -1, "energy_ev": -1061063.575, "largest_force_ev_per_a": 2.24, "orbital_gap_ev": 6.0, "symbols": ["C", "C", "C", "O", "C", "Ga", "N", "C", "C", "C", "O", "H", "H", "H", "H", "H", "H", "H", "H", "H", "H", "H", "H", "H", "H", "H", "H", "H", "Br", "C", "C", "Br", "H", "H", "H", "H", "Br", "C", "C", "Br", "H", "H", "H", "H", "Br", "C", "C", "Br", "H", "H", "H", "H", "Br", "C", "C", "Br", "H", "H", "H", "H", "Br", "C", "C", "Br", "H", "H", "H", "H", "Br", "C", "C", "Br", "H", "H", "H", "H", "Br", "C", "C", "Br", "H", "H", "H", "H"], "coordinates": [[2.370275, -1.694341, 3.876083], [2.325299, -0.470045, 3.005675], [1.341911, -0.598502, 1.893752], [1.439076, -1.823549, 1.280977], [0.176879, -2.246843, 0.730155], [-1.288479, -2.644194, 2.082337], [-2.521893, -1.091303, 2.292332], [-3.841338, -1.684025, 2.636930], [-2.146755, -0.242379, 3.301478], [-1.795706, 1.094785, 2.790505], [-2.118813, -0.467296, 4.476232], [3.211232, -2.300800, 3.650185], [2.463180, -1.418389, 4.897811], [1.491836, -2.282128, 3.781746], [2.075922, 0.376551, 3.596018], [3.270059, -0.328399, 2.574290], [1.498544, 0.198047, 1.186066], [0.360583, -0.453488, 2.308962], [-0.149626, -1.563262, -0.027855], [0.380239, -3.147212, 0.219317], [-0.729011, -3.076491, 3.521877], [-2.191450, -3.862086, 1.517918], [-4.506357, -0.929596, 2.988378], [-3.767860, -2.451036, 3.379645], [-4.229752, -2.144252, 1.758692], [-2.362414, 1.278355, 1.926579], [-1.984075, 1.839755, 3.522413], [-0.768615, 1.152378, 2.509375], [1.806178, -0.228153, -3.270553], [2.664446, -1.946698, -2.975620], [2.128683, -3.021018, -3.887696], [0.370431, -3.638381, -3.362178], [2.524834, -2.170087, -1.918832], [3.720437, -1.783980, -3.178829], [2.772610, -3.896567, -3.839411], [2.042712, -2.687458, -4.915520], [-0.822851, 1.320461, -0.706744], [-1.198147, 3.220680, -0.575001], [0.055416, 4.025087, -0.361444], [0.720565, 3.885724, 1.461100], [-1.917583, 3.344389, 0.226474], [-1.659981, 3.497806, -1.520155], [-0.140300, 5.082784, -0.517723], [0.864563, 3.704825, -1.007362], [-4.549171, 3.487752, -2.560939], [-4.670989, 1.665124, -1.878306], [-5.510603, 1.583699, -0.633944], [-4.543506, 2.258860, 0.903212], [-3.653534, 1.329220, -1.706993], [-5.117728, 1.084018, -2.679928], [-5.732330, 0.545194, -0.402121], [-6.434317, 2.145974, -0.705581], [-0.140770, -6.880545, 0.183504], [1.697615, -7.462015, -0.045868], [2.663860, -6.438866, 0.483416], [2.796545, -4.911759, -0.702389], [1.838836, -7.649024, -1.103779], [1.788758, -8.393565, 0.507426], [3.665514, -6.855818, 0.552547], [2.362521, -6.050072, 1.449557], [-6.326942, 1.567075, 4.308456], [-6.709029, 3.402619, 3.817927], [-8.158761, 3.754213, 4.005827], [-9.279616, 2.999449, 2.603679], [-6.383640, 3.521985, 2.790575], [-6.088144, 4.012927, 4.468763], [-8.301821, 4.829530, 3.940692], [-8.552864, 3.390230, 4.946661], [5.602453, -0.307329, -0.943357], [7.030016, 0.021359, -2.205479], [6.706017, 1.151385, -3.137195], [5.430920, 0.625645, -4.511130], [7.206938, -0.908276, -2.733979], [7.900908, 0.271233, -1.605356], [7.598536, 1.458634, -3.676035], [6.276687, 2.004795, -2.625423], [1.780897, 3.699766, -3.834917], [2.807292, 3.501666, -5.469196], [4.210544, 4.016785, -5.319306], [4.284766, 5.962984, -5.350475], [2.257039, 4.012182, -6.250291], [2.823026, 2.432704, -5.668315], [4.825747, 3.689029, -6.152307], [4.663428, 3.701562, -4.388011]], "atomic_forces_ev_per_a": [[0.02, 0.25, 0.23], [-0.34, -0.75, 0.03], [-0.20, 0.42, 0.26], [0.18, -0.81, -0.57], [-0.11, 0.24, 1.13], [0.25, -0.43, -0.14], [-1.05, -0.98, -0.31], [1.35, -0.07, -0.23], [0.30, 0.18, -1.22], [0.50, 0.57, 0.21], [-0.38, -0.50, 2.15], [0.75, -0.74, -0.35], [0.10, 0.24, 1.10], [-0.85, -0.57, -0.11], [-0.20, 1.03, 0.41], [1.63, 0.50, -0.52], [-0.02, 0.68, -0.61], [-0.73, -0.12, 0.18], [-0.23, 0.82, -0.67], [0.33, -1.26, -0.63], [0.05, 0.12, -0.01], [-0.11, 0.17, -0.13], [-0.72, 0.73, 0.28], [-0.08, -0.59, 0.77], [-0.44, -0.31, -0.77], [-0.57, 0.31, -1.11], [-0.09, 0.74, 0.85], [0.86, 0.05, -0.20], [-0.04, -0.01, 0.00], [-0.01, 0.10, 0.00], [-0.02, -0.09, 0.16], [-0.14, 0.04, -0.02], [-0.03, -0.05, -0.06], [0.04, 0.02, 0.02], [0.03, -0.02, 0.02], [0.07, 0.07, -0.05], [-0.03, 0.03, -0.04], [0.09, -0.15, -0.16], [-0.03, 0.11, 0.13], [0.03, -0.05, -0.02], [-0.02, 0.04, 0.05], [-0.01, 0.05, 0.00], [-0.03, 0.03, -0.02], [0.05, -0.04, -0.04], [0.02, 0.00, 0.02], [-0.05, 0.00, -0.11], [0.09, -0.04, 0.12], [-0.22, 0.12, -0.02], [0.05, -0.03, 0.02], [-0.04, -0.01, -0.03], [0.04, -0.05, 0.00], [-0.05, 0.04, -0.06], [0.02, 0.03, -0.05], [-0.26, -0.03, 0.11], [0.13, 0.05, -0.05], [0.08, 0.06, 0.00], [0.06, -0.02, -0.07], [0.04, -0.01, 0.03], [0.02, -0.03, -0.02], [-0.04, 0.02, 0.06], [-0.02, -0.02, -0.02], [0.09, -0.14, 0.12], [-0.06, 0.07, -0.14], [-0.01, -0.03, 0.04], [0.01, 0.03, -0.06], [-0.01, 0.06, 0.03], [0.02, 0.04, -0.01], [-0.02, -0.04, 0.07], [-0.15, -0.08, 0.03], [-0.07, -0.05, 0.25], [0.09, 0.07, -0.31], [-0.03, -0.02, 0.05], [0.05, -0.03, -0.06], [0.06, 0.04, -0.02], [0.03, 0.02, -0.02], [-0.03, 0.02, 0.08], [-0.04, 0.06, 0.00], [-0.08, -0.18, 0.15], [0.04, 0.16, -0.13], [0.00, -0.01, 0.05], [0.00, 0.05, -0.07], [0.04, -0.04, 0.01], [0.01, -0.04, -0.03], [0.01, -0.04, 0.06]]}



{"formula": "C21H45Cl2FN6O8P", "method": "the ωB97M-V functional and the def2-TZVPD basis", "multiplicity": 1, "total_charge": 1, "energy_ev": -84864.170, "largest_force_ev_per_a": 4.87, "orbital_gap_ev": 5.1, "symbols": ["C", "C", "Cl", "C", "Cl", "C", "N", "C", "O", "N", "O", "C", "C", "C", "O", "F", "C", "P", "N", "O", "O", "H", "H", "H", "H", "H", "H", "H", "H", "H", "H", "H", "H", "C", "C", "C", "O", "C", "N", "H", "H", "H", "H", "H", "H", "H", "H", "H", "H", "H", "C", "C", "C", "O", "C", "N", "H", "H", "H", "H", "H", "H", "H", "H", "H", "H", "H", "C", "C", "C", "O", "C", "N", "H", "H", "H", "H", "H", "H", "H", "H", "H", "H", "H"], "coordinates": [[3.292760, 0.906622, -1.936235], [1.767446, 0.667249, -1.543386], [0.820907, 2.077314, -0.892487], [1.109297, -0.597411, -1.654503], [2.060177, -2.035068, -2.317033], [-0.387989, -0.860204, -1.303192], [-0.638313, -1.455113, -0.120302], [-2.108898, -1.718747, 0.178179], [-2.371784, -1.818424, 1.583621], [-2.451465, -3.172942, 1.925645], [-1.479278, -3.391002, 2.581556], [-2.790992, -0.496044, -0.659240], [-2.524566, 0.739192, 0.312891], [-2.920090, 2.172032, -0.260416], [-2.196775, 2.930997, -0.911429], [-4.234516, 2.673093, 0.045042], [-1.820333, -0.719203, -1.958313], [-2.158633, 0.288421, -3.527383], [-0.907313, 1.035224, -4.158128], [-3.338309, 1.517974, -3.287591], [-2.929031, -0.807957, -4.609021], [3.894129, -0.063038, -2.014273], [3.760660, 1.473691, -1.041066], [3.439910, 1.574345, -2.849837], [0.158429, -1.681657, 0.511379], [-2.233971, -2.748639, -0.335575], [-3.892256, -0.702750, -0.909867], [-3.202890, 0.575858, 1.236596], [-1.466147, 0.830303, 0.727783], [-2.049041, -1.814020, -2.280511], [-0.111824, 0.838239, -3.536871], [-2.890240, 2.395963, -3.414052], [-2.751950, -1.732281, -4.317672], [4.856197, -0.518398, 4.150360], [5.727474, 0.281486, 3.186273], [4.955357, 1.373070, 2.417838], [4.144406, 0.881831, 1.350639], [2.884279, 0.375808, 1.754073], [6.401777, -0.649085, 2.271011], [4.227484, -1.250919, 3.639972], [5.481090, -1.074008, 4.854585], [4.207352, 0.141917, 4.733606], [6.493334, 0.784566, 3.786401], [5.688139, 2.036001, 1.946438], [4.362799, 2.000037, 3.095348], [2.469028, 0.928126, 2.601867], [2.967092, -0.686332, 1.994521], [2.197182, 0.468151, 0.910065], [7.058025, -0.123339, 1.695879], [5.703836, -0.974473, 1.601651], [-4.068033, 5.794219, 0.626698], [-5.516029, 5.908104, 1.093552], [-6.485663, 6.374226, -0.011303], [-6.421424, 7.766423, -0.301735], [-5.365455, 8.138656, -1.172169], [-5.569592, 6.791142, 2.266114], [-3.577764, 6.765208, 0.535448], [-3.482817, 5.210503, 1.343410], [-4.006145, 5.288009, -0.340786], [-5.833330, 4.906593, 1.405719], [-7.507513, 6.195932, 0.339822], [-6.366319, 5.782644, -0.927909], [-5.159860, 7.370245, -1.923146], [-4.464589, 8.359058, -0.596566], [-5.658089, 9.056007, -1.686317], [-6.518842, 6.785743, 2.635351], [-5.448712, 7.746987, 1.930227], [2.395496, -6.789913, 1.000066], [2.050139, -5.905685, -0.194379], [1.855933, -6.690018, -1.507939], [3.065734, -7.121258, -2.119067], [3.610607, -8.313147, -1.572936], [3.082271, -4.868862, -0.333399], [3.433576, -7.126043, 0.987611], [2.252337, -6.239390, 1.934193], [1.750735, -7.672817, 1.034428], [1.098116, -5.411704, 0.035389], [1.384338, -6.019173, -2.234926], [1.167870, -7.534157, -1.375046], [2.833424, -9.011085, -1.249016], [4.278027, -8.074764, -0.743086], [4.209760, -8.796613, -2.346436], [2.797621, -4.222046, -1.066581], [3.912230, -5.319478, -0.720122]], "atomic_forces_ev_per_a": [[-0.01, 0.46, 1.52], [-0.63, -2.20, -0.70], [1.08, -1.92, -0.96], [1.07, 2.24, -0.49], [-1.69, 1.77, 0.84], [-0.32, -1.12, 2.43], [1.12, 1.51, -1.79], [-0.45, -0.73, -0.70], [0.06, 2.52, -3.02], [3.38, -1.58, 2.21], [-2.62, -0.60, -1.04], [1.44, -1.50, 0.92], [-1.72, 1.18, 0.68], [0.98, 3.03, -1.80], [-2.55, -3.26, 2.56], [2.65, -1.93, -0.32], [-0.73, -0.48, 0.26], [-0.26, 2.80, -2.84], [-0.88, -1.67, 1.71], [1.58, -2.60, -0.14], [0.98, 1.21, 3.03], [-1.23, 1.33, -0.10], [-0.81, -0.85, -1.35], [-0.60, -1.06, 1.12], [-0.85, 0.04, -0.40], [-0.50, 1.50, 0.86], [1.74, 0.47, 0.44], [1.03, 0.17, -1.54], [-1.33, -0.17, -0.99], [0.37, 1.58, 0.47], [0.03, 0.27, -0.61], [-0.11, -1.19, 0.12], [-0.20, 0.82, -0.52], [-0.02, -0.01, 0.29], [-0.31, -0.27, -0.22], [0.44, 0.16, 0.07], [-0.28, 0.16, 0.19], [0.24, -0.16, -0.20], [-0.08, 0.36, -0.21], [0.06, 0.06, -0.06], [-0.04, 0.05, -0.14], [0.03, -0.04, -0.03], [-0.05, 0.07, -0.15], [-0.09, -0.11, -0.08], [-0.11, -0.12, 0.01], [0.06, -0.04, 0.03], [-0.13, -0.03, 0.21], [0.08, 0.10, 0.07], [0.09, -0.13, 0.14], [0.10, -0.11, 0.17], [0.20, -0.18, -0.08], [0.16, 0.40, -0.11], [-0.22, 0.04, 0.18], [0.07, -0.47, -0.17], [-0.11, 0.31, 0.18], [-0.27, -0.01, -0.13], [-0.13, -0.02, 0.02], [-0.09, 0.09, 0.00], [0.00, 0.07, 0.06], [-0.12, 0.08, -0.04], [0.06, 0.12, 0.01], [0.15, 0.04, -0.03], [0.02, -0.05, 0.07], [0.16, -0.08, -0.15], [-0.09, -0.08, 0.05], [0.13, -0.06, 0.07], [0.09, -0.14, 0.08], [-0.16, -0.04, 0.27], [0.43, -0.30, -0.04], [0.05, 0.16, -0.19], [-0.50, 0.01, 0.23], [0.31, 0.06, -0.14], [-0.17, 0.08, -0.27], [-0.08, 0.05, -0.10], [0.05, -0.01, -0.12], [0.07, 0.05, -0.02], [-0.03, 0.01, -0.13], [0.12, 0.00, -0.03], [0.08, -0.06, 0.12], [-0.01, 0.07, 0.05], [-0.06, -0.18, 0.12], [-0.11, 0.09, -0.03], [0.03, -0.07, 0.15], [-0.05, 0.05, 0.19]]}